Model A:
This record from the OMol25 dataset describes 2 unconnected molecules or ions with the total composition H3NO2S2. The level of theory is ωB97M-V with the def2-TZVPD basis set.

Results
HOMO level (spin up / spin down): -0.3072 / -0.3467 Eh

Positions of all 8 atoms, in Å:
N (-0.191, -0.239, -1.216)
O (-0.797, 0.829, 0.961)
O (0.839, -0.769, -0.513)
S (1.531, 0.457, 2.607)
S (0.015, -0.280, 1.741)
H (-0.852, -0.962, -1.521)
H (0.140, 0.333, -1.991)
H (-0.685, 0.631, -0.068)

Mulliken population analysis, charges in e, atoms 1 to 4: -0.411 -0.457 -0.407 -0.147

***

Model B:
This record from the OMol25 dataset describes a molecular structure, H3NO2S2. The level of theory is ωB97M-V with the def2-TZVPD basis set.

Results
HOMO level: -0.3359 Eh

Positions of all 8 atoms, in Å:
N (-1.229, 1.077, -0.205)
O (0.550, -0.345, 1.245)
O (0.677, -1.247, -1.143)
S (1.457, -0.853, -0.006)
S (-0.183, 1.169, 1.025)
H (-1.037, 1.489, -1.133)
H (-2.206, 0.915, -0.322)
H (1.971, -2.205, 0.540)

Mulliken population analysis, charges in e, atoms 1 to 4: -0.369 -0.274 -0.467 0.392

***

model B wins, 19.0 kcal/mol ahead of the next structure.